Entry 1:
A gas-phase ion, C4H11N2 (charge +1), computed with ωB97M-V/def2-TZVPD.

Bonds (Å) are listed after each position.
Atoms and positions in Å:
1 C 1.9140 1.1935 -0.0421  N2 1.460, H7 1.170, H8 1.035, H9 1.080
2 N 0.6951 0.8452 -0.7657  C1 1.460, C3 1.690, C6 1.432
3 C 0.3500 -0.8037 -0.9053  N2 1.690, N4 1.548, H10 1.081, H11 1.137
4 N -1.0264 -0.4312 -0.3018  C3 1.548, C5 1.442, C6 1.531, H12 1.054
5 C -1.5077 -1.2163 0.8084  N4 1.442, H13 0.996, H14 1.065, H15 1.099
6 C -0.4824 0.9587 0.0406  N2 1.432, N4 1.531, H16 1.064, H17 1.185
7 H 2.2174 2.2467 -0.4514  C1 1.170
8 H 1.8823 1.0963 0.9874  C1 1.035
9 H 2.7511 0.6171 -0.4058  C1 1.080
10 H 0.3607 -1.2155 -1.9048  C3 1.081
11 H 0.9703 -1.4369 -0.1934  C3 1.137
12 H -1.7104 -0.6110 -1.0836  N4 1.054
13 H -2.2481 -1.8474 0.5968  C5 0.996
14 H -0.6228 -1.6871 1.1669  C5 1.065
15 H -1.9297 -0.5776 1.5969  C5 1.099
16 H -0.2596 1.1458 1.0635  C6 1.064
17 H -1.3536 1.7233 -0.2065  C6 1.185

Properties
Charge   +1
Molecular weight   87.1 g/mol
Structure (SMILES)   CN1C[NH+](C)C1
DFT total energy   -268.15793 hartree
HOMO-LUMO gap   10.373 eV

Entry 2:
C5H7NO2 in the gas phase, computed with ωB97M-V/def2-TZVPD.

Bonds (Å) are listed after each position.
Atoms and positions in Å:
1 O 0.9437 0.1251 -2.3854  C2 1.201
2 C 0.4716 -0.0787 -1.3000  O1 1.201, C3 1.526, C7 1.526
3 C -0.9242 -0.1641 -0.6893  C2 1.526, C4 1.531, N8 1.482, H9 1.116
4 C -1.0974 1.0126 0.2753  C3 1.531, O5 1.410, H10 1.098, H11 1.086
5 O 0.1467 1.4490 0.7754  C4 1.410, C6 1.414
6 C 1.0172 0.3762 1.0780  O5 1.414, C7 1.537, H12 1.107, H13 1.112
7 C 0.9364 -0.7208 0.0045  C2 1.526, C6 1.537, N8 1.480, H14 1.089
8 N -0.4183 -1.3086 0.1040  C3 1.482, C7 1.480, H15 1.037
9 H -1.8203 -0.3656 -1.3230  C3 1.116
10 H -1.7686 0.6576 1.0690  C4 1.098
11 H -1.5704 1.8537 -0.2237  C4 1.086
12 H 2.0504 0.7700 1.1314  C6 1.107
13 H 0.7250 -0.0782 2.0501  C6 1.112
14 H 1.7813 -1.4080 -0.0273  C7 1.089
15 H -0.4731 -2.1203 -0.5390  N8 1.037

Properties
Molecular weight   113.1 g/mol
Structure (SMILES)   O=C1[C@@H]2COC[C@H]1N2
DFT total energy   -399.89551 hartree
HOMO-LUMO gap   10.572 eV

Entry 3:
C5H7N in the gas phase, computed with ωB97M-V/def2-TZVPD.

Bonds (Å) are listed after each position.
Atoms and positions in Å:
1 C 1.5749 -0.0505 -0.2481  C2 1.521, H7 1.095, H8 1.131, H9 1.091
2 C 0.5041 0.0314 0.8293  C1 1.521, C3 1.400, N6 1.396
3 C -0.3300 1.1429 0.6590  C2 1.400, C4 1.404, H10 1.086
4 C -1.4531 0.7170 -0.0685  C3 1.404, C5 1.388, H11 1.080
5 C -1.3407 -0.6575 -0.2249  C4 1.388, N6 1.357, H12 1.079
6 N -0.2836 -1.0773 0.5152  C2 1.396, C5 1.357, H13 1.010
7 H 2.2050 -0.9462 -0.2235  C1 1.095
8 H 0.8571 -0.1719 -1.1136  C1 1.131
9 H 2.1811 0.8475 -0.3749  C1 1.091
10 H -0.0478 2.1711 0.8674  C3 1.086
11 H -2.2277 1.3369 -0.4964  C4 1.080
12 H -1.9664 -1.3462 -0.7709  C5 1.079
13 H 0.1942 -1.9530 0.3599  N6 1.010

Properties
Molecular weight   81.1 g/mol
Structure (SMILES)   Cc1ccc[nH]1
DFT total energy   -249.39263 hartree
HOMO-LUMO gap   8.809 eV

Number 1: LUMO level -0.130 Ha. Number 2: LUMO level 0.031 Ha. Number 3: LUMO level 0.035 Ha.